C3H8Br2CaSi | ωB97M-V/def2-TZVPD

The value obtained for the energy is -6233.512236 a.u. For the LUMO energy, the calculation gives -0.3699 hartree. The largest force on an atom comes out at 3.73 eV Å⁻¹. The calculation puts the HOMO-LUMO gap at 5.83 eV. The HOMO energy is -0.584 Eh. Its total charge is +2. Its multiplicity is 1.

Cartesian coordinates (Å):
C1 1.959 0.161 0.467
C2 0.674 -0.861 0.273
Br1 1.260 -2.724 -0.294
C3 -0.497 -0.297 -0.725
Si1 -2.130 -0.216 0.362
Br2 -0.103 1.458 -1.597
H1 2.639 0.171 -0.499
H2 1.607 1.255 0.785
H3 2.546 -0.252 1.421
H4 0.207 -1.006 1.363
H5 -0.740 -1.065 -1.602
H6 -2.695 -1.564 0.312
H7 -1.728 0.134 1.737
H8 -3.050 0.835 -0.092
Ca1 0.050 3.970 -1.910



C3H8Br2OSi | ωB97M-V/def2-TZVPD

The value obtained for the energy is -5631.988010 a.u. For the LUMO energy, the calculation gives 0.0217 hartree. The largest force on an atom comes out at 3.37 eV Å⁻¹. The calculation puts the HOMO-LUMO gap at 10.91 eV. The HOMO energy is -0.379 Eh. Its total charge is 0. Its SMILES is CC[Si](Br)(Br)OC. Its multiplicity is 1.

Cartesian coordinates (Å):
C1 -0.169 -2.030 -1.553
C2 -0.639 -0.781 -0.762
Si1 0.834 0.130 0.226
Br1 2.266 -1.356 0.960
Br2 2.058 1.540 -0.972
O1 0.234 0.898 1.614
C3 -0.400 2.141 1.786
H1 -0.806 -2.269 -2.392
H2 0.780 -1.845 -2.036
H3 0.016 -2.857 -0.878
H4 -1.413 -0.960 0.028
H5 -1.062 -0.131 -1.523
H6 -0.875 2.504 0.818
H7 0.235 2.976 2.121
H8 -1.058 2.041 2.562



C3H8Cl2NP | ωB97M-V/def2-TZVPD

The value obtained for the energy is -1435.569199 a.u. For the LUMO energy, the calculation gives 0.0200 hartree. The largest force on an atom comes out at 3.49 eV Å⁻¹. The calculation puts the HOMO-LUMO gap at 10.23 eV. The HOMO energy is -0.356 Eh. Its total charge is 0. Its SMILES is N=[PH](Cl)Cl.C=CC. Its multiplicity is 1.

Cartesian coordinates (Å):
N1 -1.554 1.163 -0.856
P1 -2.410 0.523 0.233
Cl1 -4.239 1.226 -0.186
Cl2 -2.485 -1.525 0.247
H1 -0.592 1.210 -1.100
H2 -2.225 0.750 1.637
C1 1.869 0.887 -0.409
C2 1.215 0.051 0.355
C3 1.272 -1.503 0.097
H3 2.021 1.989 -0.161
H4 2.330 0.515 -1.415
H5 0.998 0.404 1.411
H6 1.190 -1.695 -0.955
H7 0.498 -2.000 0.669
H8 2.111 -1.993 0.433



C3H8ClN2O4S2 | ωB97M-V/def2-TZVPD

The value obtained for the energy is -1786.176245 a.u. For the LUMO energy, the calculation gives 0.1182 hartree. The largest force on an atom comes out at 3.86 eV Å⁻¹. The calculation puts the HOMO-LUMO gap at 8.97 eV. The HOMO energy is -0.211 Eh. Its total charge is -1. Its multiplicity is 1.

Cartesian coordinates (Å):
C1 2.537 -1.138 0.674
C2 1.614 -0.566 -0.463
Cl1 0.334 -1.816 -0.747
C3 1.090 0.809 0.053
S1 -0.313 1.536 -0.876
O1 -0.607 0.812 -2.136
O2 0.128 2.929 -1.215
N1 -1.593 1.713 0.203
S2 -2.241 0.260 0.715
N2 -2.734 -0.653 -0.660
O3 -1.362 -0.538 1.610
O4 -3.510 0.594 1.439
H1 2.949 -0.300 1.271
H2 1.863 -1.688 1.351
H3 3.358 -1.753 0.282
H4 2.176 -0.455 -1.402
H5 0.877 0.690 1.129
H6 1.936 1.514 -0.037
H7 -2.817 -1.629 -0.390
H8 -3.686 -0.322 -0.802



C3H8ClN5 | ωB97M-V/def2-TZVPD

The value obtained for the energy is -852.342040 a.u. For the LUMO energy, the calculation gives -0.3311 hartree. The largest force on an atom comes out at 1.10 eV Å⁻¹. The calculation puts the HOMO-LUMO gap at 8.88 eV. The HOMO energy is -0.658 Eh. Its total charge is +2. Its SMILES is [NH2+]=C1CN1C(=[NH2+])NNCl. Its multiplicity is 1.

Cartesian coordinates (Å):
N1 -1.883 -0.255 2.159
C1 -0.888 0.163 1.485
C2 0.259 1.042 1.354
N2 -0.198 0.036 0.368
C3 0.064 -0.583 -0.815
N3 -0.740 -1.535 -1.251
N4 1.152 -0.227 -1.486
N5 1.923 0.851 -1.095
Cl1 1.525 2.292 -2.089
H1 -2.094 0.154 3.072
H2 -2.520 -0.994 1.860
H3 0.128 2.089 1.093
H4 1.172 0.830 1.904
H5 -1.550 -1.859 -0.745
H6 -0.574 -1.988 -2.142
H7 1.312 -0.667 -2.397
H8 2.911 0.651 -1.275



C3H8ClNO3S | ωB97M-V/def2-TZVPD

The value obtained for the energy is -1257.801000 a.u. For the LUMO energy, the calculation gives 0.0226 hartree. The largest force on an atom comes out at 5.32 eV Å⁻¹. The calculation puts the HOMO-LUMO gap at 9.56 eV. The HOMO energy is -0.329 Eh. Its total charge is 0. Its multiplicity is 1.

Cartesian coordinates (Å):
C1 -2.144 0.026 -0.838
C2 -0.741 -0.944 0.775
C3 1.820 0.754 1.248
N1 -0.894 -0.549 -0.392
O1 2.548 -1.633 0.522
O2 3.862 0.124 -0.613
O3 1.415 -0.273 -1.161
S1 2.371 -0.336 0.072
Cl1 1.746 2.259 0.096
H1 -1.885 1.123 -0.960
H2 -2.312 -0.320 -1.896
H3 -3.003 -0.136 -0.156
H4 -1.549 -0.860 1.483
H5 0.166 -1.307 1.256
H6 2.629 1.128 1.802
H7 0.582 -0.677 -1.003
H8 3.614 0.972 -1.190



C3H8ClNO3Si | ωB97M-V/def2-TZVPD

The value obtained for the energy is -1149.161235 a.u. For the LUMO energy, the calculation gives 0.0160 hartree. The largest force on an atom comes out at 4.66 eV Å⁻¹. The calculation puts the HOMO-LUMO gap at 10.87 eV. The HOMO energy is -0.383 Eh. Its total charge is 0. Its SMILES is C[Si](C)(CCl)O[N+](=O)[O-]. Its multiplicity is 1.

Cartesian coordinates (Å):
C1 -0.127 0.571 -1.755
Si1 0.202 0.281 0.106
C2 1.369 1.395 1.095
C3 0.805 -1.509 0.439
Cl1 2.587 -1.731 0.623
O1 -1.395 0.050 0.750
N1 -2.582 -0.425 0.309
O2 -3.525 -0.161 1.003
O3 -2.586 -1.038 -0.704
H1 0.867 0.539 -2.135
H2 -0.576 -0.219 -2.144
H3 -0.641 1.423 -2.105
H4 1.437 2.306 0.525
H5 0.841 1.709 1.982
H6 2.387 1.085 1.173
H7 0.437 -1.983 1.296
H8 0.500 -2.291 -0.457



C3H8ClNOSi | ωB97M-V/def2-TZVPD

The value obtained for the energy is -998.770714 a.u. For the LUMO energy, the calculation gives 0.0314 hartree. The largest force on an atom comes out at 4.93 eV Å⁻¹. The calculation puts the HOMO-LUMO gap at 10.51 eV. The HOMO energy is -0.355 Eh. Its total charge is 0. Its SMILES is CC(C)=NO[SiH2]Cl. Its multiplicity is 1.

Cartesian coordinates (Å):
C1 2.231 -0.700 -0.273
C2 0.914 0.071 0.090
C3 1.050 1.539 0.092
N1 -0.179 -0.567 0.100
O1 -1.500 -0.005 0.290
Si1 -2.907 -0.821 0.210
Cl1 -4.479 0.493 0.120
H1 3.064 -0.266 0.178
H2 2.023 -1.834 0.027
H3 2.342 -0.580 -1.318
H4 0.090 2.132 0.045
H5 1.586 1.936 0.884
H6 1.663 1.664 -0.756
H7 -2.780 -1.503 -1.105
H8 -3.116 -1.559 1.417



C3H8ClNS | ωB97M-V/def2-TZVPD

The value obtained for the energy is -1032.093926 a.u. For the LUMO energy, the calculation gives 0.0025 hartree. The largest force on an atom comes out at 3.49 eV Å⁻¹. The calculation puts the HOMO-LUMO gap at 8.73 eV. The HOMO energy is -0.318 Eh. Its total charge is 0. Its multiplicity is 1.

Cartesian coordinates (Å):
C1 -0.772 -1.036 -0.697
C2 0.727 0.250 0.804
C3 -0.732 3.793 -0.218
N1 0.223 0.044 -0.563
S1 -0.526 2.895 -1.625
Cl1 -1.325 5.345 -0.719
H1 -0.743 -1.642 -1.720
H2 -0.598 -1.845 0.036
H3 -1.717 -0.711 -0.164
H4 1.422 -0.606 1.143
H5 1.290 1.102 0.749
H6 -0.023 0.336 1.605
H7 0.899 -0.125 -1.220
H8 -0.108 1.770 -1.063



C3H8ClNSi | ωB97M-V/def2-TZVPD

The value obtained for the energy is -923.525675 a.u. For the LUMO energy, the calculation gives 0.0139 hartree. The largest force on an atom comes out at 6.50 eV Å⁻¹. The calculation puts the HOMO-LUMO gap at 10.23 eV. The HOMO energy is -0.362 Eh. Its total charge is 0. Its SMILES is C=C[Si@@H](Cl)NC. Its multiplicity is 1.

Cartesian coordinates (Å):
C1 -1.994 0.716 -0.379
C2 -1.682 -0.424 0.257
Si1 -0.285 -1.520 -0.421
Cl1 -0.373 -1.025 -2.954
N1 1.162 -0.758 0.316
C3 1.560 0.516 -0.079
H1 -2.566 1.491 0.097
H2 -1.470 0.956 -1.209
H3 -2.225 -0.730 1.121
H4 -0.449 -2.942 -0.359
H5 1.742 -1.597 0.434
H6 2.396 0.775 0.653
H7 1.818 0.595 -1.109
H8 0.815 1.249 0.111



C3H8CsO | ωB97M-V/def2-TZVPD

The value obtained for the energy is -214.258561 a.u. For the LUMO energy, the calculation gives -0.1506 hartree. The largest force on an atom comes out at 1.73 eV Å⁻¹. The calculation puts the HOMO-LUMO gap at 7.98 eV. The HOMO energy is -0.444 Eh. Its total charge is +1. Its multiplicity is 1.

Cartesian coordinates (Å):
Cs1 -2.008 -5.270 -4.002
C1 -1.033 0.445 -0.498
C2 0.430 0.367 -0.014
C3 0.823 0.966 1.355
O1 0.800 -0.975 0.047
H1 -1.203 -0.109 -1.421
H2 -1.398 1.472 -0.519
H3 -1.694 -0.002 0.243
H4 0.964 0.820 -0.850
H5 0.618 2.027 1.499
H6 1.902 0.863 1.471
H7 0.207 0.476 2.109
H8 1.592 -1.080 0.579



C3H8F2N2 | ωB97M-V/def2-TZVPD

The value obtained for the energy is -428.348850 a.u. For the LUMO energy, the calculation gives 0.0350 hartree. The largest force on an atom comes out at 2.74 eV Å⁻¹. The calculation puts the HOMO-LUMO gap at 10.24 eV. The HOMO energy is -0.341 Eh. Its total charge is 0. Its SMILES is NC[C@H](N)C(F)F. Its multiplicity is 1.

Cartesian coordinates (Å):
N1 -1.239 2.369 -0.103
C1 -0.046 1.555 -0.021
C2 -0.332 0.081 -0.422
N2 -1.443 -0.411 0.386
C3 0.952 -0.710 -0.278
F1 0.771 -2.031 -0.576
F2 1.399 -0.723 1.013
H1 -1.472 2.526 -1.077
H2 -2.009 1.878 0.386
H3 0.359 1.525 0.982
H4 0.739 1.902 -0.708
H5 -0.570 -0.008 -1.492
H6 -1.180 -0.702 1.268
H7 -1.794 -1.279 -0.012
H8 1.726 -0.323 -0.936